No. 1
DFT (wB97M-V/def2-TZVPD) results for the ion C3H7N4S with charge +1 at a distorted geometry.

As for the total charge: +1. Its total energy is -20010.11517 eV. The relative energy (zero: lowest compared OMol25 entry of this formula, charge and spin) comes out at 58.72 kcal per mole. The calculation puts the orbital gap (spin up / spin down) at 7.826 / 7.827 eV. Its spin multiplicity is 1. The molar mass comes out at 131.18 g/mol. The calculation puts the HOMO energy (spin up / spin down) at -13.1 / -13.1 eV.

CARTESIAN COORDINATES (ANGSTROEM)
C 0.53 -1.03 -0.73
C -0.47 -1.72 0.09
C 0.91 0.15 0.20
N -0.04 1.02 0.36
N 2.04 0.21 0.89
N -2.21 1.60 -0.34
N -1.29 0.64 0.15
S -1.88 -0.88 0.33
H 1.50 -1.53 -0.68
H -0.25 -2.74 0.58
H 2.72 -0.38 0.57
H 2.24 1.06 1.40
H -1.97 2.48 0.12
H -1.96 1.80 -1.29
H 0.13 -0.71 -1.65

No. 2
DFT (wB97M-V/def2-TZVPD) results for a cluster of 24 separate species, C48H120N24O24 in total at a distorted geometry.

As for the total charge: 0. Its total energy is -136643.52341 eV. The relative energy (zero: lowest compared OMol25 entry of this formula, charge and spin) comes out at 0.00 kcal per mole. The calculation puts the orbital gap at 9.243 eV. Its spin multiplicity is 1. The molar mass comes out at 1417.63 g/mol. The calculation puts the HOMO energy at -9.0 eV.

CARTESIAN COORDINATES (ANGSTROEM)
O 0.16 4.38 -3.45
C 0.97 4.60 -4.34
N 1.04 3.91 -5.50
C 1.92 5.76 -4.25
H 0.50 3.04 -5.53
H 1.70 4.15 -6.22
H 2.14 5.83 -3.18
H 1.46 6.73 -4.60
H 2.94 5.58 -4.63
O -6.08 -1.11 -4.62
C -5.45 -1.92 -5.28
N -5.81 -3.21 -5.29
C -4.27 -1.60 -6.18
H -6.68 -3.46 -4.80
H -5.43 -3.94 -5.88
H -3.58 -0.80 -5.86
H -4.69 -1.19 -7.09
H -3.76 -2.50 -6.40
O -4.18 3.21 -2.59
C -4.52 2.40 -3.44
N -5.02 1.21 -3.14
C -4.73 2.76 -4.93
H -4.83 0.97 -2.17
H -5.18 0.48 -3.82
H -5.64 3.31 -5.09
H -4.84 1.88 -5.59
H -3.96 3.27 -5.41
O -2.83 -4.46 4.64
C -2.83 -3.27 4.93
N -1.77 -2.54 4.45
C -4.01 -2.67 5.58
H -1.09 -3.10 3.96
H -1.67 -1.54 4.49
H -4.42 -1.90 4.88
H -3.78 -2.07 6.45
H -4.76 -3.39 5.92
O -4.91 2.79 1.74
C -5.71 2.75 0.81
N -6.37 1.64 0.44
C -6.07 3.97 0.07
H -6.15 0.73 0.81
H -6.90 1.75 -0.43
H -5.33 4.74 0.24
H -7.02 4.42 0.35
H -6.08 3.80 -1.04
O -2.33 -1.87 -2.13
C -3.57 -1.96 -2.00
N -4.31 -2.79 -2.70
C -4.24 -1.15 -0.90
H -3.86 -3.33 -3.45
H -5.30 -2.82 -2.47
H -4.22 -1.63 0.11
H -5.30 -0.89 -1.10
H -3.68 -0.20 -0.86
O 3.24 -1.67 0.06
C 4.15 -1.02 -0.43
N 4.09 0.30 -0.56
C 5.23 -1.67 -1.17
H 4.93 0.78 -0.92
H 3.30 0.84 -0.20
H 5.37 -2.64 -0.70
H 6.19 -1.14 -1.24
H 4.82 -1.78 -2.17
O -0.14 -4.04 2.43
C -0.89 -4.71 1.71
N -2.01 -5.31 2.09
C -0.57 -4.91 0.19
H -2.32 -5.04 3.03
H -2.70 -5.71 1.46
H -1.06 -5.77 -0.29
H 0.52 -5.07 0.10
H -0.82 -3.99 -0.38
O 4.84 -0.71 4.68
C 4.78 -1.13 3.55
N 3.71 -1.76 3.10
C 5.88 -0.91 2.54
H 3.47 -1.81 2.13
H 2.94 -1.93 3.75
H 5.87 -1.74 1.82
H 6.76 -0.78 3.13
H 5.65 0.03 2.03
O -2.70 -4.19 -4.93
C -1.60 -4.62 -4.60
N -0.87 -4.19 -3.54
C -0.95 -5.78 -5.32
H 0.12 -4.26 -3.60
H -1.08 -3.33 -3.02
H -1.46 -5.90 -6.30
H -1.23 -6.71 -4.80
H 0.15 -5.65 -5.43
O 6.79 1.34 -0.58
C 7.11 2.51 -0.22
N 6.18 3.34 0.22
C 8.60 3.00 -0.33
H 5.21 3.09 0.22
H 6.52 4.18 0.66
H 9.10 2.23 0.26
H 8.88 3.97 0.13
H 9.00 3.01 -1.32
O 3.30 -6.02 0.47
C 4.03 -6.01 1.45
N 4.09 -7.09 2.24
C 4.88 -4.78 1.84
H 3.80 -7.94 1.78
H 4.66 -7.16 3.07
H 4.86 -4.02 1.04
H 5.94 -5.02 1.98
H 4.50 -4.16 2.66
O 3.31 0.76 -5.71
C 2.77 -0.22 -5.17
N 1.88 -1.04 -5.83
C 3.09 -0.63 -3.77
H 1.51 -1.88 -5.42
H 1.59 -0.85 -6.78
H 3.85 -1.40 -3.93
H 2.21 -1.03 -3.21
H 3.47 0.31 -3.37
O -1.75 5.29 4.16
C -2.86 4.95 3.71
N -2.95 4.51 2.50
C -4.08 5.10 4.61
H -2.09 4.45 1.97
H -3.80 4.04 2.19
H -3.68 5.02 5.67
H -4.88 4.37 4.49
H -4.43 6.12 4.50
O 2.36 3.65 4.54
C 3.52 3.42 4.78
N 3.83 2.50 5.70
C 4.69 4.12 4.00
H 3.03 2.03 6.13
H 4.79 2.15 5.68
H 4.83 3.55 3.08
H 5.66 4.11 4.54
H 4.32 5.12 3.79
O 3.47 2.99 0.56
C 2.34 3.48 0.32
N 1.64 3.95 1.37
C 1.90 3.72 -1.12
H 2.02 3.81 2.30
H 0.70 4.35 1.25
H 2.68 3.36 -1.80
H 1.55 4.73 -1.28
H 1.00 3.13 -1.30
O -0.71 5.13 0.37
C -1.53 4.70 -0.49
N -2.00 3.45 -0.36
C -2.08 5.59 -1.57
H -1.47 2.85 0.25
H -2.58 3.00 -1.03
H -2.44 6.51 -1.10
H -2.91 5.10 -2.14
H -1.27 5.76 -2.29
O 2.92 7.55 3.69
C 1.84 7.05 3.94
N 0.94 6.80 2.95
C 1.44 6.58 5.32
H 1.32 7.10 2.08
H 0.02 6.35 3.18
H 0.97 7.35 5.96
H 2.38 6.39 5.81
H 0.90 5.64 5.39
O -1.99 0.64 5.14
C -1.42 1.65 4.72
N -1.45 2.79 5.46
C -0.58 1.67 3.51
H -2.24 2.82 6.07
H -1.18 3.74 5.17
H -1.13 1.71 2.54
H -0.16 0.67 3.39
H 0.22 2.39 3.53
O 1.96 -4.29 -3.80
C 2.46 -4.78 -2.77
N 2.68 -4.14 -1.61
C 3.07 -6.17 -2.90
H 2.42 -3.17 -1.43
H 2.98 -4.70 -0.83
H 3.65 -6.43 -2.00
H 3.73 -6.19 -3.80
H 2.26 -6.90 -3.04
O -1.05 -8.73 1.63
C -0.05 -8.13 1.90
N 1.02 -8.33 1.02
C 0.20 -7.25 3.15
H 0.78 -8.91 0.20
H 1.80 -7.70 0.99
H 0.56 -6.24 2.97
H 0.97 -7.79 3.68
H -0.74 -7.23 3.79
O -0.62 1.39 -5.59
C -0.90 0.68 -4.65
N -1.15 -0.66 -4.73
C -0.98 1.21 -3.26
H -1.36 -1.06 -5.65
H -1.48 -1.18 -3.96
H -1.67 2.06 -3.17
H -0.05 1.61 -2.84
H -1.40 0.46 -2.61
O -0.48 1.12 0.21
C 0.30 0.20 0.43
N 1.48 0.41 1.04
C 0.05 -1.26 0.12
H 1.68 1.38 1.24
H 2.23 -0.25 1.01
H -0.61 -1.36 -0.73
H -0.32 -1.84 0.95
H 0.96 -1.72 -0.20
O -5.40 -0.82 1.77
C -4.58 -0.47 2.61
N -4.84 0.24 3.76
C -3.15 -0.45 2.26
H -5.81 0.16 4.11
H -4.11 0.24 4.44
H -2.86 -1.45 1.88
H -2.58 -0.07 3.11
H -3.04 0.24 1.37

No. 3
DFT (wB97M-V/def2-TZVPD) results for a cluster of 14 separate species, C2H35N2O13 in total at a distorted geometry.

As for the total charge: +1. Its total energy is -32234.74512 eV. The relative energy (zero: lowest compared OMol25 entry of this formula, charge and spin) comes out at 0.00 kcal per mole. The calculation puts the orbital gap at 10.765 eV. Its spin multiplicity is 1. The molar mass comes out at 295.30 g/mol. The calculation puts the HOMO energy at -13.4 eV.

CARTESIAN COORDINATES (ANGSTROEM)
C -1.92 -0.90 -0.78
N -2.09 -0.24 -2.07
C -1.65 0.13 0.30
N -0.13 0.31 0.44
H -1.24 -1.76 -0.92
H -2.85 -1.45 -0.47
H -2.89 -0.61 -2.63
H -2.57 0.64 -1.95
H -1.96 -0.18 1.30
H -2.00 1.22 0.16
H 0.51 0.59 -0.29
H -0.03 0.88 1.31
H 0.39 -0.63 0.67
H 2.07 -1.41 -2.83
H 3.26 -1.18 -3.54
O 2.98 -1.07 -2.62
H 0.06 -3.53 -1.76
H 0.51 -4.78 -1.09
O 0.24 -3.85 -0.87
H 2.73 -1.26 0.19
H 2.65 -0.24 -1.05
O 2.28 -0.49 -0.16
H 1.82 -0.59 3.66
H 2.56 0.24 2.49
O 2.44 -0.61 2.93
H -1.38 -0.25 3.65
H -1.19 1.19 4.14
O -1.49 0.66 3.37
H 2.90 2.70 2.56
H 1.84 2.41 1.52
O 2.17 2.10 2.38
H 1.87 0.75 -2.71
H 3.29 0.99 -2.82
O 2.50 1.47 -2.51
H -4.38 1.71 -0.71
H -4.76 0.16 -0.31
O -4.85 0.90 -0.92
H 1.03 3.46 -0.36
H 1.98 2.24 -1.05
O 1.73 2.82 -0.31
H 1.49 -2.03 1.77
H 0.50 -2.79 0.88
O 0.56 -2.07 1.52
H -0.39 -0.40 -3.00
H 0.33 -0.88 -4.34
O 0.47 -0.57 -3.43
H 0.08 -2.38 4.82
H 0.10 -1.79 3.52
O 0.09 -1.48 4.45
H -3.22 4.49 -0.21
H -3.28 3.68 -1.64
O -3.16 3.66 -0.68

No. 4
DFT (wB97M-V/def2-TZVPD) results for a structure of composition C10H12ClNPYb at a distorted geometry.

As for the total charge: 0. Its total energy is -65385.46856 eV. The relative energy (zero: lowest compared OMol25 entry of this formula, charge and spin) comes out at 3.39 kcal per mole. The calculation puts the orbital gap (spin up / spin down) at 4.464 / 4.482 eV. Its spin multiplicity is 2. Its expectation value of S² is 0.753. The molar mass comes out at 385.68 g/mol. The calculation puts the HOMO energy (spin up / spin down) at -5.3 / -5.3 eV.

CARTESIAN COORDINATES (ANGSTROEM)
C 2.95 0.24 0.50
C 3.86 -0.74 0.10
C 3.58 -1.80 -0.79
C 2.32 -1.97 -1.41
C 1.27 -1.10 -1.14
Yb 1.01 0.18 0.29
P 0.76 2.26 1.40
H 3.34 0.97 1.23
H 4.89 -0.67 0.48
H 4.39 -2.49 -1.05
H 0.37 -1.16 -1.80
H 2.24 -2.73 -2.20
H 0.15 3.32 0.66
H 1.95 2.97 1.75
H 0.07 2.55 2.62
Cl -4.14 -2.37 -1.42
C -3.37 -1.00 -0.65
C -4.15 0.02 -0.11
C -3.53 1.09 0.52
C -2.14 1.13 0.59
N -1.35 0.14 0.05
C -1.97 -0.92 -0.56
H -5.23 -0.02 -0.17
H -4.12 1.88 0.95
H -1.74 1.97 1.11
H -1.41 -1.75 -0.95